No. 1
{
  "formula": "C20H25N4O",
  "method": "ωB97M-V with the def2-TZVPD basis set",
  "spin_multiplicity": 1,
  "total_charge": 1,
  "total_energy_ha": -1071.03162,
  "symbols": ["C", "O", "C", "C", "C", "C", "C", "C", "C", "C", "C", "C", "C", "C", "C", "C", "H", "H", "H", "H", "H", "H", "H", "H", "H", "H", "H", "H", "H", "H", "H", "N", "N", "N", "C", "C", "C", "C", "C", "N", "H", "H", "H", "H", "H", "H", "H", "H", "H", "H"],
  "xyz": [[-4.201, 0.605, -3.579], [-3.038, -0.240, -3.641], [-2.440, -0.657, -2.499], [-1.274, -1.445, -2.676], [-0.577, -1.878, -1.580], [-1.005, -1.586, -0.243], [-0.155, -1.980, 0.814], [-0.202, -1.632, 2.188], [0.668, -2.330, 3.090], [0.640, -2.094, 4.450], [-0.282, -1.191, 4.996], [-0.328, -0.987, 6.477], [-1.117, -0.463, 4.134], [-1.026, -0.611, 2.755], [-2.271, -0.938, -0.103], [-2.921, -0.389, -1.191], [-4.466, 0.741, -4.625], [-5.020, 0.119, -3.033], [-3.962, 1.569, -3.111], [-0.968, -1.660, -3.698], [0.339, -2.451, -1.728], [0.689, -2.609, 0.527], [1.364, -3.061, 2.672], [1.327, -2.615, 5.126], [-1.164, -0.347, 6.755], [-0.433, -1.938, 7.014], [0.592, -0.514, 6.846], [-1.833, 0.238, 4.570], [-1.575, 0.062, 2.101], [-2.748, -0.880, 0.872], [-3.808, 0.240, -1.059], [4.128, -3.394, -2.155], [3.243, -4.016, -1.771], [2.246, -4.539, -1.253], [2.049, -5.919, -1.696], [0.991, -6.526, -0.781], [0.474, -7.908, -1.251], [-1.028, -7.908, -0.896], [-1.405, -6.420, -0.669], [-0.163, -5.724, -0.693], [1.645, -5.959, -2.728], [2.968, -6.536, -1.621], [1.467, -6.638, 0.217], [0.585, -7.973, -2.341], [1.039, -8.729, -0.802], [-1.621, -8.357, -1.696], [-1.203, -8.477, 0.024], [-2.089, -6.081, -1.464], [-1.926, -6.307, 0.295], [-0.101, -4.721, -0.595]]
}

=====

No. 2
{
  "formula": "C20H25N5",
  "method": "ωB97M-V with the def2-TZVPD basis set",
  "spin_multiplicity": 1,
  "total_charge": 0,
  "smiles": "c1cc[nH]c1.c1cc[nH]c1.c1cc[nH]c1.c1cc[nH]c1.c1cc[nH]c1",
  "total_energy_ha": -1050.46863,
  "symbols": ["C", "C", "C", "N", "C", "H", "H", "H", "H", "H", "C", "C", "C", "N", "C", "H", "H", "H", "H", "H", "C", "C", "C", "N", "C", "H", "H", "H", "H", "H", "C", "C", "C", "N", "C", "H", "H", "H", "H", "H", "C", "C", "C", "N", "C", "H", "H", "H", "H", "H"],
  "xyz": [[-20.451, -44.837, 25.312], [-21.447, -45.817, 25.690], [-20.999, -47.124, 25.041], [-19.708, -46.877, 24.681], [-19.269, -45.568, 24.688], [-20.387, -43.747, 25.515], [-22.258, -45.385, 26.109], [-21.646, -47.996, 25.066], [-19.233, -47.653, 24.350], [-18.323, -45.093, 24.416], [-19.601, -52.179, 24.300], [-18.268, -52.864, 24.071], [-18.079, -53.129, 22.609], [-19.185, -52.613, 21.931], [-20.227, -52.261, 22.924], [-20.023, -52.074, 25.304], [-17.412, -53.260, 24.798], [-17.335, -53.324, 22.053], [-19.382, -52.513, 20.969], [-21.243, -52.098, 22.560], [-19.173, -53.044, 18.744], [-18.989, -51.628, 18.912], [-20.458, -51.113, 19.178], [-21.274, -52.220, 19.136], [-20.636, -53.344, 18.873], [-18.546, -53.748, 18.394], [-17.904, -51.027, 18.898], [-20.576, -50.055, 19.514], [-22.337, -52.182, 19.258], [-21.219, -54.238, 18.687], [-17.420, -47.613, 22.547], [-16.682, -47.882, 23.785], [-16.821, -49.290, 24.021], [-17.595, -49.878, 23.018], [-17.897, -48.943, 22.100], [-17.543, -46.749, 22.158], [-16.255, -47.298, 24.318], [-16.360, -49.989, 24.783], [-18.012, -50.771, 23.206], [-18.602, -49.380, 21.223], [-14.471, -45.847, 18.795], [-15.168, -46.504, 20.082], [-15.122, -47.944, 19.920], [-14.649, -48.291, 18.637], [-14.144, -47.083, 18.004], [-14.355, -44.903, 18.509], [-15.445, -45.882, 21.025], [-15.615, -48.905, 20.367], [-14.620, -49.221, 18.095], [-13.721, -47.214, 16.948]]
}

=====

No. 3
{
  "formula": "C20H26BF11IN2O10PS",
  "method": "ωB97M-V with the def2-TZVPD basis set",
  "spin_multiplicity": 1,
  "total_charge": 0,
  "total_energy_ha": -3800.47897,
  "symbols": ["C", "C", "C", "O", "C", "C", "C", "I", "N", "C", "C", "C", "P", "O", "O", "C", "C", "O", "C", "C", "C", "N", "S", "O", "O", "C", "F", "F", "C", "F", "F", "C", "F", "F", "C", "F", "F", "F", "H", "H", "H", "H", "H", "H", "H", "H", "H", "H", "H", "H", "H", "H", "H", "H", "H", "H", "H", "H", "H", "H", "H", "H", "H", "H", "B", "O", "C", "O", "C", "O", "O", "F", "F"],
  "xyz": [[6.054, 2.488, 0.871], [5.193, 3.636, 0.309], [4.666, 3.431, -1.106], [3.448, 2.700, -1.151], [3.603, 1.314, -0.993], [2.270, 0.693, -1.306], [1.418, 0.909, -2.368], [1.647, 2.178, -3.953], [0.299, 0.107, -2.193], [-0.881, 0.088, -3.076], [-2.075, -0.524, -2.371], [-2.233, -2.043, -2.560], [-3.279, -2.723, -1.275], [-4.663, -2.243, -1.312], [-3.201, -4.318, -1.411], [-1.963, -5.024, -1.276], [-2.257, -6.509, -1.124], [-2.397, -2.365, 0.014], [-2.864, -2.834, 1.305], [-1.675, -3.238, 2.175], [0.432, -0.595, -1.091], [1.615, -0.265, -0.506], [2.043, -0.976, 0.981], [1.453, -2.274, 0.940], [3.422, -0.732, 1.214], [1.034, -0.044, 2.249], [1.328, -0.712, 3.375], [-0.245, -0.233, 1.926], [1.374, 1.476, 2.409], [1.907, 1.894, 1.236], [2.304, 1.622, 3.362], [0.152, 2.406, 2.690], [0.659, 3.649, 2.769], [-0.673, 2.325, 1.636], [-0.630, 2.094, 4.015], [0.198, 1.489, 4.883], [-1.648, 1.267, 3.777], [-1.076, 3.222, 4.558], [6.217, 1.701, 0.130], [7.029, 2.843, 1.202], [5.579, 2.012, 1.734], [4.351, 3.856, 0.971], [5.794, 4.550, 0.283], [4.445, 4.392, -1.574], [5.428, 2.935, -1.723], [4.363, 0.912, -1.678], [3.901, 1.052, 0.021], [-0.611, -0.455, -3.989], [-1.089, 1.124, -3.329], [-2.969, -0.037, -2.766], [-2.046, -0.224, -1.322], [-2.747, -2.268, -3.499], [-1.268, -2.561, -2.560], [-1.344, -4.858, -2.165], [-1.395, -4.654, -0.418], [-3.170, -6.652, -0.544], [-1.435, -6.993, -0.595], [-2.383, -6.993, -2.093], [-3.544, -3.676, 1.164], [-3.437, -2.022, 1.750], [-0.746, -2.840, 1.767], [-1.596, -4.321, 2.280], [-1.793, -2.823, 3.179], [-0.273, -1.301, -0.671], [-3.748, 2.337, 0.668], [-2.813, 1.803, -0.401], [-2.622, 2.697, -1.332], [-1.905, 2.557, -2.298], [-3.446, 3.955, -0.972], [-3.482, 4.958, -1.625], [-4.060, 3.712, 0.162], [-3.072, 2.392, 1.872], [-4.871, 1.552, 0.745]]
}

=====

| no. | lowest unoccupied orbital energy (eV) | orbital gap (eV) |
| --- | --- | --- |
| 1 | -5.3 | 5.08 |
| 2 | 0.4 | 7.79 |
| 3 | -1.0 | 8.13 |